#a
Computed, not measured: a 2-piece molecular cluster, C5H9ClN2 overall, with ωB97M-V with the def2-TZVPD basis set.

Properties
HOMO-LUMO gap (spin up / spin down)	0.3082 / 0.3045	Eh
charge	0

Last column: natural (NBO) charge in e.
Geometry (Å):
C  -0.14  0.15  0.30  -0.301
C  0.60  0.24  1.39  -0.009
C  -0.57  0.70  -2.12  -0.598
C  -0.43  -1.68  -1.14  -0.622
C  0.18  -0.26  -1.11  -0.255
N  0.98  1.35  3.87  -0.331
N  -0.07  1.00  3.47  0.011
Cl  2.16  -0.21  1.71  0.047
H  -1.11  0.37  0.41  0.206
H  -1.29  1.27  -1.50  0.207
H  0.18  1.41  -2.65  0.214
H  -1.11  0.15  -2.87  0.210
H  -0.48  -2.02  -0.06  0.216
H  -1.49  -1.90  -1.44  0.215
H  0.13  -2.44  -1.60  0.217
H  1.29  -0.25  -1.30  0.221
H  1.19  2.11  4.66  0.353

#b
Computed, not measured: a single C5H9ClN2 molecule, with ωB97M-V with the def2-TZVPD basis set.

Properties
HOMO-LUMO gap	0.3569	Eh
charge	0
SMILES	[H]/N=N/C(Cl)=C/C(C)C

Last column: natural (NBO) charge in e.
Geometry (Å):
C  0.40  -0.39  0.03  -0.154
C  1.68  0.11  0.23  -0.046
C  -1.57  0.60  1.30  -0.591
C  -1.69  -0.01  -1.22  -0.609
C  -0.82  0.46  -0.11  -0.259
N  3.78  -0.89  -0.17  -0.364
N  2.61  -1.23  -0.04  -0.107
Cl  2.42  1.56  0.37  0.103
H  0.32  -1.47  0.06  0.229
H  -1.57  -0.29  1.83  0.205
H  -1.17  1.47  1.76  0.216
H  -2.64  0.63  1.00  0.203
H  -2.12  -0.95  -1.21  0.211
H  -2.55  0.57  -1.30  0.211
H  -1.09  0.02  -2.08  0.214
H  -0.43  1.47  -0.19  0.209
H  4.46  -1.66  -0.26  0.328

Least stable = #a

#a
Computed, not measured: an isolated ion of composition C3H5N2OS and charge +1, with ωB97M-V with the def2-TZVPD basis set.

Properties
spin multiplicity	3
HOMO-LUMO gap (spin up / spin down)	0.1849 / 0.1991	Eh
charge	+1

Last column: natural (NBO) charge in e.
Geometry (Å):
C  -0.03  0.80  -0.01  0.475
C  2.48  0.20  -0.29  -0.057
C  -0.41  -0.48  0.14  0.034
N  1.61  1.02  -0.52  -0.619
N  -1.81  -0.75  0.32  -0.748
O  -0.57  1.86  0.18  -0.414
S  3.40  -0.82  0.28  0.188
H  0.33  -1.25  -0.01  0.270
H  1.68  1.95  -0.96  0.428
H  -2.56  -0.04  -0.10  0.488
H  -2.21  -0.88  1.27  0.480
H  -1.92  -1.60  -0.30  0.474

#b
Computed, not measured: an isolated ion of composition C3H5N2OS and charge +1, with ωB97M-V with the def2-TZVPD basis set.

Properties
spin multiplicity	3
HOMO-LUMO gap (spin up / spin down)	0.2719 / 0.2593	Eh
charge	+1

Last column: natural (NBO) charge in e.
Geometry (Å):
C  -0.10  0.18  -0.38  0.469
C  -0.45  1.99  -1.59  0.065
C  0.07  1.31  0.53  -0.104
N  -0.18  0.65  -1.57  -0.495
N  0.05  -1.07  0.04  -0.721
O  -0.35  2.43  -0.14  -0.431
S  -0.72  3.01  -2.84  0.483
H  -0.35  1.26  1.44  0.233
H  1.28  1.26  0.61  0.202
H  -0.31  0.15  -2.39  0.444
H  -0.04  -1.33  1.00  0.435
H  0.08  -1.83  -0.59  0.421

Least stable = #a